A:
This record from the Open Molecules 2025 dataset describes a molecular structure, C7H10O. The level of theory is ωB97M-V/def2-TZVPD.

Summary:
Multiplicity: 1
Lowest unoccupied orbital energy: 0.9 eV

Last column: natural (NBO) charge in e.
Positions of all 18 atoms, in Å:
C -0.30 -0.77 -0.13  0.13
C 0.55 -1.38 0.89  -0.42
C 1.07 -0.81 -0.45  -0.28
C 1.28 0.63 -0.70  -0.36
C 0.59 1.34 0.42  -0.48
C -0.76 0.58 0.02  0.04
C -2.06 1.11 -0.08  -0.41
H -1.94 -1.92 0.11  0.46
H 0.75 -2.51 0.97  0.26
H 0.91 -0.86 1.87  0.21
H 1.70 -1.32 -1.31  0.25
H 0.63 0.97 -1.83  0.21
H 2.52 0.58 -1.05  0.21
H 0.61 2.46 0.15  0.24
H 0.90 1.01 1.51  0.23
H -2.24 2.16 0.42  0.21
H -2.83 0.46 -0.31  0.21
O -1.39 -1.72 -0.51  -0.71



B:
This record from the Open Molecules 2025 dataset describes C7H10O in the gas phase. The level of theory is ωB97M-V/def2-TZVPD.

Summary:
Multiplicity: 1
Lowest unoccupied orbital energy: 0.9 eV

Last column: natural (NBO) charge in e.
Positions of all 18 atoms, in Å:
C 0.65 -2.33 -1.17  -0.26
C 0.39 -1.35 -0.44  0.03
C 0.08 0.03 -0.01  -0.23
C 1.35 0.56 0.60  -0.59
C -1.01 -0.16 1.00  -0.16
C -1.13 0.29 2.24  -0.39
C -0.51 0.79 -1.24  -0.04
O 0.47 0.77 -2.37  -0.71
H 1.01 -3.17 -1.71  0.24
H 1.61 -0.08 1.43  0.22
H 1.23 1.65 0.93  0.21
H 2.23 0.57 0.06  0.23
H -1.86 -0.84 0.66  0.21
H -0.37 0.97 2.67  0.20
H -2.09 0.24 2.78  0.21
H -1.36 0.25 -1.52  0.17
H -0.83 1.84 -1.11  0.20
H 0.12 -0.02 -2.82  0.47



Which is more stable than every other structure shown? B is more stable than every other one.